Here is a molecular structure, C14H23BrF6N2O7PdS2Sb from the Open Molecules 2025 dataset. Energies are from the ωB97M-V functional and the def2-TZVPD basis.

CARTESIAN COORDINATES (ANGSTROEM)
Pd1 1.491 0.542 0.422
O1 6.255 4.074 -0.826
C1 5.203 3.352 -0.506
C2 4.453 3.517 0.667
C3 3.378 2.699 0.878
N1 3.007 1.741 0.004
C4 3.732 1.578 -1.120
Br1 3.209 0.233 -2.314
C5 4.821 2.355 -1.412
H1 6.480 4.746 -0.167
H2 4.709 4.266 1.404
H3 2.785 2.791 1.776
H4 5.383 2.205 -2.322
C6 -0.174 2.772 1.560
O2 0.270 2.187 0.314
C7 -0.768 2.310 -0.708
C8 -0.392 1.560 -1.949
O3 -0.342 0.179 -1.638
C9 -0.405 -0.627 -2.814
H5 -0.416 3.819 1.382
H6 0.637 2.700 2.278
H7 -1.054 2.243 1.926
H8 -0.874 3.376 -0.914
H9 -1.696 1.916 -0.289
H10 0.565 1.906 -2.357
H11 -1.164 1.761 -2.700
H12 -1.327 -0.425 -3.363
H13 -0.397 -1.666 -2.498
H14 0.448 -0.438 -3.470
F1 -1.714 -1.110 4.407
C10 -0.593 -0.915 3.735
F2 -0.369 0.371 3.551
F3 0.419 -1.489 4.334
S1 -0.850 -1.672 2.050
O4 -2.063 -1.164 1.518
O5 -0.870 -3.157 2.370
N2 0.401 -1.352 1.168
S2 1.835 -2.150 1.232
O6 2.740 -1.092 0.772
O7 2.098 -2.854 2.428
C11 1.740 -3.387 -0.159
F4 2.846 -4.079 -0.147
F5 1.578 -2.748 -1.297
F6 0.687 -4.172 0.072
C12 -1.232 -6.112 3.165
Sb1 -2.400 -4.533 2.462
C13 -3.742 -3.672 3.811
C14 -3.014 -4.589 0.467
H15 -1.899 -6.947 3.384
H16 -0.731 -5.782 4.074
H17 -0.514 -6.389 2.395
H18 -4.580 -4.364 3.918
H19 -4.091 -2.723 3.407
H20 -3.241 -3.544 4.769
H21 -3.823 -5.318 0.390
H22 -2.172 -4.902 -0.148
H23 -3.372 -3.599 0.189

As for the total energy: -5520.0730 a.u. The value obtained for the LUMO energy is -9.88 eV. As for the spin multiplicity: 1. As for the HOMO energy: -17.44 eV. The net charge is +3.